Density functional theory data (ωB97M-V/def2-TZVPD) for a 3-piece molecular cluster, C3H14NO2S overall in a non-equilibrium geometry.

Last column: natural (NBO) charge in e.
Atoms and positions in Å:
C -1.137 0.935 -0.777  -0.24
C -0.429 -0.409 -1.136  -0.46
C 1.070 -0.339 -1.323  -0.49
S 1.993 0.165 0.241  0.35
N -2.367 0.517 0.042  -0.86
H -0.439 1.529 -0.189  0.15
H -1.615 1.598 -1.472  0.23
H -0.865 -0.860 -2.030  0.26
H -0.640 -1.040 -0.258  0.27
H 1.407 0.341 -2.117  0.23
H 1.333 -1.365 -1.603  0.30
H 2.112 1.242 -0.899  0.28
H 1.844 1.645 -0.169  0.20
H -3.220 0.856 -0.392  0.37
H -2.387 0.715 1.029  0.39
H 0.184 0.867 3.448  0.49
H 0.701 0.700 2.013  0.44
O -0.102 0.806 2.529  -0.93
H 0.776 -3.247 1.507  0.50
H 1.115 -1.911 0.869  0.42
O 0.665 -2.745 0.685  -0.89

Atomic forces in eV per Å
C -1.82 -1.45 2.17
C -0.69 1.55 0.44
C -1.22 -1.13 -0.91
S 0.56 1.74 -2.36
N 0.77 0.21 -1.05
H -0.14 0.29 0.32
H 0.71 -0.06 -1.31
H 0.08 -0.12 0.11
H -0.01 -0.04 -0.57
H -0.07 -0.32 0.00
H 0.89 0.29 0.36
H 1.13 -0.94 0.19
H -0.58 -0.06 1.69
H 0.29 0.02 0.23
H 0.43 0.22 0.07
H -0.10 0.02 -0.01
H -0.22 0.15 0.43
O 0.03 -0.05 -0.05
H -0.09 -0.01 -0.22
H -0.24 -0.43 0.34
O 0.30 0.13 0.14

Summary:
Net charge: +1
Highest occupied orbital energy, eV: -12.4
Energy above the lowest of the compared OMol25 structures with the same formula, charge and spin, kcal/mol: 146.7
Lowest unoccupied orbital energy, Ha: -0.2663
Maximum force, eV Å⁻¹: 3.18

Density functional theory data (ωB97M-V/def2-TZVPD) for C5H8N as an isolated structure in a non-equilibrium geometry.

Last column: natural (NBO) charge in e.
Atoms and positions in Å:
C 1.252 -0.689 -0.863  0.08
C 1.905 -0.044 -0.022  0.03
C 1.096 -0.190 1.146  -0.29
C -0.833 -0.297 -0.371  -0.07
C -1.950 0.605 -0.093  -0.65
N 0.187 -0.884 0.078  -0.13
H 1.255 -0.746 -1.922  0.27
H 2.843 0.456 -0.032  0.24
H 0.376 0.756 1.279  0.24
H -0.892 -0.764 -1.419  0.21
H -2.586 -0.182 0.379  0.27
H -2.295 0.949 -1.024  0.26
H -1.931 1.296 0.769  0.25
H 1.571 -0.265 2.093  0.29

Atomic forces in eV per Å
C -5.12 -3.79 -3.33
C 7.30 4.63 5.27
C -3.44 3.74 -0.56
C -6.79 2.17 -7.50
C 0.16 -1.55 3.43
N 8.03 -4.60 3.75
H -0.29 -0.65 -0.70
H 0.60 0.78 -0.54
H 2.09 -1.12 0.02
H -1.02 0.79 1.21
H -1.00 0.57 -0.60
H -0.81 0.73 -0.69
H 0.55 0.31 -0.83
H -0.25 -2.00 1.06

Summary:
Net charge: +1
Highest occupied orbital energy (spin up / spin down), eV: -11.4 / -16.4
Expectation value of S²: 2.01
Spin multiplicity: 3
Energy above the lowest of the compared OMol25 structures with the same formula, charge and spin, kcal/mol: 134.6
Lowest unoccupied orbital energy (spin up / spin down), Ha: -0.1405 / -0.3215
Maximum force, eV Å⁻¹: 10.35